Entry 1:
149
Properties=species:S:1:pos:R:3:mulliken_charge:R:1 method="wB97M-V/def2-TZVPD" de_lowest_kcal_mol=453.9 charge=+1 energy_ha=-6947.116463 homo_ha=-0.4063
Br 2.99677 3.55343 2.68731 -0.057
P 4.42464 3.67265 -5.06965 0.917
P -2.40031 4.96856 -6.25468 1.438
P 1.51029 -8.86960 7.32772 1.115
P -4.78888 4.43530 -0.38626 1.047
F 1.71040 0.13684 5.41124 -0.249
O -3.86195 5.06159 -5.75249 -0.756
O 4.04338 2.10228 -4.70888 -0.309
O 3.17610 -1.86213 5.10822 -0.418
O 6.06468 3.17355 -4.83713 -0.237
O -4.52922 3.67233 1.06013 -0.290
O 4.50387 4.22360 -3.49430 -0.395
O -2.61189 3.48310 -6.98964 -0.455
O -2.65674 5.89297 -7.60422 -0.424
O 1.25386 -7.94518 5.97818 -0.375
O -5.89960 3.14639 -0.69918 -0.199
O 1.29871 -10.35506 6.59276 -0.367
O -3.79482 5.58883 -0.10620 -0.731
O 1.55843 3.12873 0.17946 -0.366
O -3.69758 3.54028 -1.28042 -0.450
O 0.04865 -8.77657 7.82991 -0.738
O 2.95685 4.11933 -5.27775 -0.591
O -0.76714 4.86461 -6.81580 -0.384
O 3.14346 -8.97354 6.76660 -0.256
N 2.08190 0.21602 2.21972 0.229
C 2.70994 -0.66978 4.64986 0.295
C 2.65485 -6.01235 6.39144 -1.059
C -0.22625 -3.99149 1.18371 -0.712
C -4.92560 2.77395 -7.21470 -1.257
C -1.25575 7.82581 -7.19096 -0.905
C -1.01500 -11.06420 6.36770 -1.124
C -0.10959 2.98339 -5.39548 -0.714
C 1.25786 -6.53845 6.12941 0.673
C 3.67734 5.31308 -3.09352 -0.661
C 7.01045 5.42268 -4.64836 -0.991
C -1.23958 -1.41745 1.28953 -0.465
C 2.30394 2.49344 1.08803 0.156
C -2.65274 7.29971 -7.45299 -0.333
C 0.10075 -4.42265 2.73139 0.068
C -5.21408 4.16052 2.19785 -0.357
C 2.36245 4.81600 -2.50935 -0.257
C 0.16391 4.40754 -5.84401 -0.108
C -1.52081 -3.00472 0.99311 -0.640
C -6.79660 3.38707 -1.77510 -0.499
C 3.80101 -10.85476 8.18692 -1.011
C 7.03566 4.07641 -5.34917 -0.289
C -6.08648 3.52605 -3.10949 -0.801
C -2.61957 -2.08779 5.95324 -1.158
C 1.33609 -1.04190 1.83224 -0.400
C -6.69338 3.83655 2.13662 -0.936
C -1.39164 4.29320 -1.13028 -0.936
C -2.65223 4.21048 -1.97959 -0.183
C 2.76465 0.91646 1.03930 -0.316
C 4.07451 -9.43061 7.73839 -0.324
C 3.79024 1.21909 -5.78483 -0.268
C 0.30892 -11.24818 7.09616 -0.362
C -1.16160 -5.10017 3.54091 -0.744
C -3.60168 2.58998 -6.48624 0.276
C 5.06213 0.88119 -6.53658 -1.069
C 3.22951 -0.13727 3.18904 -0.361
C 0.17199 -0.83535 0.69296 -0.287
C -1.42218 -4.40836 5.04063 -0.437
C -1.66850 -2.80322 4.81577 0.879
H -2.43952 3.64076 -2.88852 0.117
H 4.87268 0.10740 -7.28758 0.435
H -5.48504 4.44088 -3.14113 0.154
H -0.87602 -6.23278 3.78785 0.317
H -0.95368 -11.49536 5.36258 0.299
H 8.01631 3.61231 -5.20669 0.358
H -6.85327 2.77016 1.95061 0.224
H -3.03277 7.72760 -8.38585 0.345
H 0.41807 -1.41612 -0.32029 0.332
H 5.83984 0.52931 -5.85196 0.251
H 1.15799 4.45950 -6.29840 0.266
H 2.52789 4.40613 -1.50708 -0.064
H 7.05544 5.30045 -3.56144 0.213
H -2.40091 -0.91740 5.86694 0.281
H 3.94320 0.91287 1.21867 0.432
H 0.77856 -1.46552 2.79879 -0.324
H -7.48567 2.53814 -1.81828 0.372
H -7.18805 4.11226 3.07360 0.415
H 0.75246 -3.56325 0.67227 0.234
H -1.84953 -3.10642 -0.15003 0.355
H 3.35817 -6.37581 5.63606 0.262
H 1.91192 4.01306 -3.09823 -0.006
H -7.17891 4.38338 1.32240 0.223
H 0.69679 2.61667 -4.75395 0.314
H -5.19538 3.82464 -7.34791 0.295
H 3.51180 5.99910 -3.93174 0.383
H -5.40909 2.68387 -3.28340 0.180
H 3.88457 0.83556 3.40460 0.447
H 3.70022 -11.52474 7.32707 0.235
H 3.36525 0.30408 -5.36067 0.372
H -3.71705 2.71412 -5.40369 -0.219
H -1.59360 4.58484 -0.09654 0.385
H 3.02255 -6.35045 7.36519 0.295
H -6.80795 3.57496 -3.93009 0.528
H 6.08866 5.96792 -4.87784 0.267
H 0.87782 -6.11055 5.19655 -0.618
H 5.06859 -9.37865 7.28400 0.353
H -1.28478 -10.01352 6.23449 0.279
H -7.38393 4.28407 -1.55458 0.306
H 7.85168 6.04352 -4.96960 0.434
H 3.92007 -0.88174 2.60721 0.450
H -1.04196 2.92367 -4.82384 0.064
H -5.73450 2.27169 -6.67498 0.353
H 0.60004 -3.56041 3.37930 -0.209
H -2.37429 -2.39454 7.05717 0.308
H 4.21953 5.88144 -2.33263 0.488
H 0.66933 -12.26877 6.93972 0.394
H -0.90540 3.31275 -1.08337 0.216
H -1.82390 -11.56646 6.90742 0.340
H 0.02560 0.30971 0.39230 0.034
H -3.33786 7.59048 -6.64936 0.239
H -2.98285 5.20242 -2.30726 0.436
H -1.34775 -1.12438 2.43715 0.229
H -4.86428 2.34280 -8.21981 0.336
H 2.86864 -10.91449 8.75856 0.273
H 6.87590 4.19780 -6.42524 0.292
H -1.24837 8.92060 -7.19562 0.427
H -0.68315 5.00692 -1.56216 0.153
H -0.55243 7.46234 -7.94634 0.225
H -3.74059 -2.22579 5.64072 0.318
H 4.60739 -11.22148 8.82845 0.424
H 1.43851 0.93091 2.66836 0.609
H -4.77256 3.67705 3.07482 0.318
H -5.05319 5.23955 2.29564 0.278
H -2.17524 -2.63500 3.77355 -0.260
H -2.45276 -3.38023 1.63114 0.266
H -2.31598 -4.94498 5.61420 0.311
H 2.66223 -4.91755 6.38678 0.341
H -0.21038 2.31342 -6.25533 0.267
H 0.57274 -6.24768 6.93303 0.274
H -0.88805 7.48770 -6.21721 0.183
H -0.59242 -2.29099 4.88256 -0.263
H 5.45772 1.76315 -7.04980 0.224
H 4.06095 -8.74688 8.59309 0.295
H -2.16233 -5.10511 2.93356 0.399
H 2.59113 0.38265 0.01164 0.325
H 1.64251 5.63650 -2.42965 0.321
H -0.45677 -5.00689 0.60013 0.393
H 3.04217 1.65400 -6.45639 0.183
H -2.10698 -0.81103 0.73803 0.290
H 2.08688 -1.89492 1.49962 0.339
H -0.44897 -4.63157 5.68642 -0.036
H 0.19355 -11.12403 8.17871 0.364
H 0.93683 -5.27252 2.66732 0.392
H 0.15035 5.09128 -4.98931 0.176
H -3.24127 1.56939 -6.64268 0.405

=====

Entry 2:
47
Properties=species:S:1:pos:R:3:mulliken_charge:R:1 method="wB97M-V/def2-TZVPD" de_lowest_kcal_mol=32.3 charge=+1 energy_ha=-2741.413913 multiplicity=2 homo_ha="-0.3650 / -0.3865"
Pb 1.16281 0.49340 -0.54123 1.417
Sb 2.51711 2.29380 -3.84013 0.527
Cl 3.53171 2.01740 1.55467 -0.124
S 3.23711 3.35320 -1.68233 -0.242
S 2.44271 0.08030 -3.17243 -0.578
S 1.20581 3.12670 -1.76583 -0.283
N 0.82071 -1.24510 1.36637 -0.040
N -1.33619 0.98260 -1.29853 -0.067
N 0.08061 1.55730 1.49017 0.132
N 0.12041 -1.52990 -1.68743 -0.097
C -0.03529 -3.27060 0.15307 -1.019
C 3.47171 0.60220 0.53687 -0.862
C -0.89629 2.61540 1.21607 -0.759
C -0.31129 0.61030 2.52987 -0.649
C -2.33549 0.95820 -0.23753 -0.454
C 0.72821 -0.50500 2.62667 -1.076
C -0.29769 -2.17240 1.18237 -0.360
C -2.27289 2.16900 0.69647 -1.012
C -1.29479 -1.39840 -2.01393 -0.664
C 0.57081 -2.82870 -1.18423 -0.820
C -1.60169 0.05350 -2.39293 -1.112
H -2.69119 3.03520 0.17887 0.370
H 0.64621 -1.36240 -2.54603 0.262
H 4.16481 0.71130 -0.29113 0.474
H -2.19859 0.04120 0.33557 0.059
H 1.65301 -2.74240 -1.08733 0.391
H -0.54799 -2.66390 2.13377 0.433
H -1.07249 3.21300 2.12157 0.391
H 3.66761 -0.28140 1.13397 0.426
H -0.95509 0.33960 -3.22743 0.366
H 1.68221 -1.78360 1.36937 0.316
H -1.29659 1.92700 -1.67243 0.315
H -1.28009 0.18980 2.26417 0.387
H 0.92861 2.02210 1.81277 0.200
H -3.34789 0.92590 -0.66973 0.442
H -1.57359 -2.04410 -2.85743 0.391
H -1.16969 -1.59180 0.87977 -0.010
H 1.69911 -0.05820 2.84067 0.340
H -0.43109 3.26410 0.47147 0.311
H 0.47131 -1.17450 3.45957 0.451
H -0.98659 -3.77280 -0.02513 0.393
H -0.41179 1.10260 3.50567 0.408
H 0.36881 -3.62240 -1.91343 0.395
H -1.89219 -1.69820 -1.15463 0.448
H -2.64749 0.12180 -2.71793 0.451
H -2.93029 1.95450 1.54207 0.377
H 0.64291 -4.01580 0.57747 0.356

=====

Entry 3:
77
Properties=species:S:1:pos:R:3:mulliken_charge:R:1 method="wB97M-V/def2-TZVPD" charge=-2 energy_ha=-10573.069930 multiplicity=5 homo_ha="-0.0529 / -0.0704"
Se -0.80478 -1.88825 4.66762 -0.532
Se 1.49569 0.14388 2.38912 -0.485
Ge -0.55396 -0.41948 -3.11784 1.065
Fe -0.85570 -0.42597 2.75056 1.815
S -3.77601 2.53941 4.54905 -0.356
S -3.80927 -0.11304 3.09139 -0.438
O 1.23548 -3.47570 1.94815 -0.475
O -1.71306 -0.46554 -0.89628 -0.552
O 3.90171 -1.98475 5.75578 -0.573
O -1.15349 -1.43422 1.03225 -1.143
N -1.68054 1.43969 3.50768 -0.254
C -4.86303 1.26042 -4.23416 -0.408
C 0.72298 0.72867 -2.20158 0.091
C -0.53269 -1.29108 -5.95072 -0.327
C 1.12070 -1.81812 5.07893 -1.865
C 0.35579 4.23732 4.80139 -0.809
C 2.05176 0.31223 -2.13656 -0.278
C 2.65804 -1.29242 3.09123 -1.347
C 2.98880 1.01073 -1.38596 -0.857
C -1.96336 4.54939 5.38554 -0.469
C 0.07197 3.04711 4.15468 -0.099
C 3.32886 -2.91192 4.83688 -1.268
C 1.60344 -3.63454 3.29667 -1.197
C -0.27242 -2.34415 -0.97287 -0.732
C -1.13331 -1.33431 -0.22667 0.151
C 2.12230 -2.37603 4.04145 2.445
C 1.29016 2.57435 -0.74240 -0.567
C -3.78603 2.12881 -4.13442 -0.670
C -4.67365 -0.09090 -3.98767 -0.708
C 0.17790 -0.55731 -4.99623 -0.133
C -2.53048 1.64404 -3.79410 -0.327
C -1.24729 2.59759 4.12199 -0.402
C -0.46658 -2.27077 -2.48055 -0.969
C 1.82562 -0.09342 -6.72810 -0.677
C -0.08140 -1.43833 -7.25506 -0.706
C 0.35628 1.86611 -1.48330 -0.266
C -2.98040 1.23615 3.64813 0.448
C -0.64878 4.98940 5.41329 -0.369
C -2.25449 3.35491 4.74258 0.736
C -3.41604 -0.56614 -3.64141 -0.383
C 1.10587 -0.83746 -7.65032 -0.385
C 1.36521 0.04027 -5.42237 -0.138
C 2.60889 2.14574 -0.69066 -0.407
C -2.32183 0.29017 -3.53938 0.505
H 0.44873 -2.90502 1.88050 0.198
H 0.76354 -2.12413 -0.69528 0.236
H 3.16700 -1.47148 6.11524 0.399
H 3.32431 2.66611 -0.06641 0.307
H 2.74978 0.38912 -7.02418 0.379
H 1.46392 -0.94607 -8.66802 0.346
H 0.84009 2.44298 3.68827 0.136
H 2.41467 -4.37154 3.26434 0.462
H -3.92402 3.18749 -4.31624 0.382
H 1.23052 -2.37664 6.01585 0.442
H 1.38030 4.58706 4.83469 0.383
H -0.47389 -3.33634 -0.56620 0.648
H -2.74821 5.12551 5.85886 0.342
H 0.77829 -4.06699 3.87471 0.236
H -5.84570 1.63626 -4.49231 0.349
H -0.66021 -2.01710 -7.96616 0.374
H 2.36139 -0.59108 -2.65279 0.519
H 3.11417 -1.78921 2.23191 0.292
H 4.12808 -3.19342 4.14624 0.456
H 4.00482 0.64367 -1.31197 0.341
H 1.94493 0.63467 -4.72708 0.320
H -5.51119 -0.77558 -4.04882 0.378
H -0.40344 5.91619 5.91620 0.335
H -0.68302 2.16476 -1.44281 0.375
H -1.70147 2.33905 -3.73173 0.354
H -1.39701 -2.77075 -2.76515 0.612
H -3.29893 -1.62128 -3.42176 0.250
H 0.33922 -2.77652 -3.01591 0.306
H 1.35752 -0.76948 5.27626 0.496
H 3.01723 -3.81555 5.38227 0.420
H -1.47404 -1.75720 -5.67647 0.315
H 0.97645 3.43106 -0.15930 0.388
H 3.44728 -0.76108 3.62747 0.540